Entry from OMol25: 4 unconnected molecules or ions with the total composition C26H30F24NO6 at a distorted geometry (ωB97M-V/def2-TZVPD).

```
! RIJCOSX wB97M-V def2-TZVPD def2/J DEFGRID3
* xyz -1 1
C 4.688 0.956 1.254
C 3.762 -0.257 1.349
C 4.239 -1.327 0.364
C 2.290 0.195 1.100
C 1.878 0.281 -0.386
C 0.608 1.083 -0.762
C -0.300 1.363 0.416
C -0.952 0.046 0.877
C -2.475 0.075 0.631
C -3.200 -0.985 1.401
O -3.586 -2.008 0.879
O -3.478 -0.786 2.739
O 1.093 2.487 -1.240
C 1.790 3.119 -0.376
N 2.506 3.743 0.310
H 4.322 1.802 1.835
H 5.711 0.720 1.559
H 4.713 1.296 0.216
H 3.790 -0.700 2.349
H 5.235 -1.671 0.666
H 3.588 -2.203 0.376
H 4.341 -0.935 -0.645
H 2.188 1.164 1.585
H 1.642 -0.531 1.596
H 2.712 0.627 -1.000
H 1.694 -0.743 -0.724
H 0.157 1.897 1.272
H -1.090 2.024 0.046
H -0.494 -0.800 0.368
H -0.827 -0.041 1.958
H -2.818 1.044 1.005
H -2.725 0.013 -0.425
H -2.728 -1.058 3.282
C 4.464 4.611 -3.113
C 4.777 5.863 -3.942
C 3.849 6.212 -5.109
F 3.818 5.241 -6.041
F 4.312 7.343 -5.702
F 6.062 5.840 -4.367
F 4.652 6.918 -3.084
O 5.156 3.411 -3.412
C 4.748 2.535 -4.378
C 5.768 2.422 -5.520
F 6.050 3.626 -6.057
F 5.251 1.634 -6.493
F 3.517 2.813 -4.840
F 4.707 1.307 -3.816
H 4.802 4.852 -2.107
H 3.388 4.444 -3.035
H 2.836 6.398 -4.744
H 6.690 1.974 -5.143
C -7.788 0.699 -1.573
C -8.498 -0.460 -2.290
C -9.892 -0.869 -1.802
F -9.883 -1.278 -0.520
F -10.328 -1.900 -2.569
F -7.693 -1.537 -2.354
F -8.708 -0.020 -3.569
O -6.835 0.407 -0.574
C -7.172 0.189 0.737
C -6.847 -1.239 1.184
F -7.432 -2.150 0.374
F -7.327 -1.431 2.437
F -8.459 0.521 0.984
F -6.400 1.002 1.485
H -7.196 1.171 -2.355
H -8.508 1.445 -1.231
H -10.590 -0.035 -1.911
H -5.770 -1.405 1.178
C 0.689 -4.915 5.111
C 0.219 -3.502 4.738
C -0.560 -3.321 3.433
F 0.152 -3.706 2.362
F -0.838 -1.997 3.293
F 1.258 -2.647 4.786
F -0.664 -3.139 5.718
O 2.022 -5.278 4.805
C 2.390 -5.789 3.588
C 3.333 -4.849 2.821
F 2.794 -3.627 2.682
F 3.548 -5.375 1.594
F 1.327 -6.148 2.848
F 3.105 -6.912 3.835
H 0.668 -4.925 6.200
H -0.021 -5.672 4.775
H -1.501 -3.878 3.455
H 4.283 -4.766 3.354
*
```

**Lowest unoccupied orbital energy**: 2.021 eV
**F_max**: 0.02988 hartree/bohr
**HOMO**: -2.72 eV
**Energy**: -106442.4355 eV



Entry from OMol25: a molecular structure, C26H30IrN9OSb at a distorted geometry (ωB97M-V/def2-TZVPD).

```
! RIJCOSX wB97M-V def2-TZVPD def2/J DEFGRID3
* xyz 4 6
Ir 0.251 0.050 -0.140
C 0.666 3.260 -1.727
C 0.240 3.357 -0.309
C 0.339 4.579 0.359
C -0.148 4.708 1.645
C -0.808 3.625 2.216
C -0.860 2.455 1.485
N -0.293 2.276 0.291
Sb 0.573 0.448 3.648
C 2.326 0.380 2.269
C 3.510 0.662 2.931
C 4.694 0.237 2.341
C 4.634 -0.457 1.151
C 3.406 -0.672 0.521
C 3.344 -1.476 -0.727
N 2.278 -0.197 1.077
C -0.135 -1.468 2.781
C -0.488 -2.449 3.696
C -0.816 -3.707 3.209
C -0.767 -3.935 1.847
C -0.414 -2.896 0.989
C -0.324 -3.103 -0.483
N -0.133 -1.679 1.474
H 0.252 4.102 -2.281
H 0.307 2.340 -2.180
H 1.749 3.341 -1.815
H 0.792 5.418 -0.144
H -0.056 5.638 2.185
H -1.298 3.692 3.175
H 3.505 1.161 3.888
H 5.637 0.405 2.846
H 5.531 -0.858 0.704
H 3.811 -2.446 -0.554
H 3.911 -1.018 -1.533
H 2.312 -1.624 -1.042
H -0.497 -2.234 4.755
H -1.083 -4.501 3.893
H -0.999 -4.906 1.433
H 0.561 -3.696 -0.719
H -0.246 -2.124 -0.977
H -1.189 -3.647 -0.858
N 3.100 1.066 -5.013
C 2.107 0.406 -4.457
C 1.785 0.449 -3.055
N 0.752 -0.200 -2.563
C -0.002 -0.941 -3.377
C 0.319 -1.024 -4.737
N 1.326 -0.366 -5.211
H 3.735 1.667 -4.513
H 3.252 0.963 -6.009
H 2.403 1.031 -2.389
H -0.836 -1.495 -2.987
H -0.255 -1.640 -5.418
C -5.767 -0.758 0.700
N -4.409 -0.263 0.737
C -3.875 0.499 1.837
C -2.481 0.731 1.355
O -1.611 1.418 2.061
N -2.275 0.180 0.178
C -3.478 -0.387 -0.203
N -3.644 -0.973 -1.375
H -6.214 -0.629 1.682
H -5.788 -1.818 0.447
H -6.379 -0.209 -0.019
H -3.945 -0.022 2.800
H -4.409 1.454 1.968
H -2.930 -0.896 -2.079
H -4.555 -1.287 -1.681
*
```

**Lowest unoccupied orbital energy (alpha / beta)**: -11.811 / -14.623 eV
**F_max**: 0.04007 hartree/bohr
**HOMO (alpha / beta)**: -18.40 / -18.88 eV
**Energy**: -52240.2404 eV